Entry a
ORCA calculation (ωB97M-V with the def2-TZVPD basis set) on a cluster of 2 separate species, C2H8NS in total.

```
12
Properties=species:S:1:pos:R:3:lowdin_charge:R:1
H 0.6712 -0.2342 -1.5493 0.134
C -0.1539 -0.1971 -0.7368 -0.550
H -1.8479 -0.6379 0.2567 -0.107
H -1.4673 1.2919 0.2649 0.123
H 1.9899 -0.4298 0.7336 0.114
H -0.3280 1.6868 -1.2908 0.106
S -1.5000 -1.2977 -0.8303 0.912
N 1.0543 -0.8208 0.7738 0.148
H 0.2557 1.4367 0.3998 0.042
H 0.6754 -0.2154 1.4566 0.077
H 1.1174 -1.8186 0.8314 0.106
C -0.4668 1.2361 -0.3099 -0.104
```

**Gap between HOMO and LUMO**: 10.425 eV
**Total charge**: +1

---

Entry b
ORCA calculation (ωB97M-V with the def2-TZVPD basis set) on a structure of composition C2H8NS.

```
12
Properties=species:S:1:pos:R:3:lowdin_charge:R:1
S 2.0055 0.0761 0.1174 0.838
H -0.9307 1.2578 0.8753 0.138
C -0.4530 -1.4042 -0.0009 -0.058
H 0.4462 -0.0586 -1.5458 0.077
H -0.8553 -1.1674 0.9503 0.077
H 0.0871 2.1722 -0.0324 0.105
H 2.0078 -0.0246 1.4502 -0.102
H 0.3982 -2.0610 0.1682 0.090
H -1.1507 -1.5858 -0.7533 0.073
N -0.5417 1.3852 -0.0818 0.147
H -1.3716 1.6051 -0.6537 0.141
C 0.3582 -0.1948 -0.4933 -0.528
```

**Gap between HOMO and LUMO**: 10.721 eV
**Total charge**: +1

---

It is entry a that is the least stable of them.

---

Entry a
ORCA calculation (ωB97M-V with the def2-TZVPD basis set) on a cluster of 2 separate species, C4H7FN2 in total.

```
14
Properties=species:S:1:pos:R:3:lowdin_charge:R:1
H 2.0862 0.1223 1.7006 0.082
C -0.6392 -1.2713 -0.9290 0.079
C 1.5622 -0.6194 -0.2519 -0.214
H -2.7970 1.5898 0.8201 0.106
N 0.5440 -1.1218 -1.0041 0.051
H -1.0941 1.7126 0.1612 0.056
H -1.3089 -2.0055 -1.2592 0.080
C -2.0204 1.1473 0.0488 -0.174
H 0.2870 0.0861 1.1368 0.022
C 1.3214 -0.0749 0.9238 0.059
H 2.5524 -0.8209 -0.4701 0.076
F -2.9961 -0.8921 0.4079 -0.146
N -1.7965 -0.2141 0.4885 -0.172
H -2.4463 1.1830 -1.0352 0.094
```

**Gap between HOMO and LUMO (spin up / spin down)**: 8.083 / 8.082 eV
**Total charge**: 0

---

Entry b
ORCA calculation (ωB97M-V with the def2-TZVPD basis set) on an isolated molecule of C4H7FN2.

```
14
Properties=species:S:1:pos:R:3:lowdin_charge:R:1
H -2.4354 -1.1899 0.2302 0.110
H 2.9538 1.3136 -0.5773 0.090
F -1.6654 1.3819 0.0848 0.081
H -0.0313 0.8438 -1.0196 0.185
C 2.1232 0.9335 0.0392 -0.102
H -0.9279 -0.6701 1.6444 0.148
C -0.4699 -0.5780 0.6410 -0.316
N 0.8112 -1.0660 0.2255 -0.059
H -1.3452 -1.5981 -1.3984 0.103
H 1.3173 1.3701 0.5310 0.049
N 1.9354 -0.2429 -0.2265 -0.060
H 0.7814 -2.1799 -0.0371 0.200
C -1.5481 -0.9897 -0.4722 -0.004
C -0.8637 0.4403 -0.2296 -0.426
```

**Gap between HOMO and LUMO**: 9.722 eV
**SMILES**: C=NN[C@@H]1C[C@H]1F
**Total charge**: 0

---

It is entry a that is the least stable of them.

---

Entry a
ORCA calculation (ωB97M-V with the def2-TZVPD basis set) on a cluster of 3 separate species, C3H14NO2 in total.

```
20
Properties=species:S:1:pos:R:3:lowdin_charge:R:1
N 0.9713 -0.2373 0.4594 0.171
H 1.9787 -0.3962 0.3796 0.170
H -2.0202 -0.5743 -2.5290 0.081
H 0.9382 0.4661 -1.5040 0.132
C -1.7457 0.4150 -2.1788 -0.087
H 0.3708 -1.1566 -1.3118 0.134
O 0.2139 -2.7041 1.6634 -0.042
H 1.2258 2.3118 2.7080 0.070
H 0.5432 -0.9836 1.0306 0.103
H -1.0800 0.8711 -2.9064 0.081
H -1.0795 1.4026 -0.4053 0.120
H 0.8769 0.6660 0.9475 0.101
H 2.0398 3.0233 1.6620 0.073
H -2.6626 1.0006 -2.1180 0.084
H 0.5667 -2.7180 2.5614 0.068
C -1.1038 0.3769 -0.7906 -0.241
H -1.6943 -0.2369 -0.1154 0.117
H -0.1525 -3.5883 1.5506 0.073
O 1.5148 2.2223 1.7897 -0.044
C 0.2988 -0.1602 -0.8930 -0.165
```

**Gap between HOMO and LUMO**: 12.624 eV
**Total charge**: +1

---

Entry b
ORCA calculation (ωB97M-V with the def2-TZVPD basis set) on a cluster of 3 separate species, C3H14NO2 in total.

```
20
Properties=species:S:1:pos:R:3:lowdin_charge:R:1
O -1.7189 -0.3538 0.0181 -0.090
H -1.9054 -1.0498 0.6122 -0.038
H -2.7716 -2.4146 -0.1547 0.094
H 1.4459 -1.0467 -1.2674 0.196
H 1.2765 2.4507 -1.7292 0.093
H -2.5156 0.2746 0.1617 0.131
C 1.1051 0.6708 1.3415 -0.004
O -2.0901 -2.7054 0.5193 -0.073
H 0.1402 -0.5561 -0.4535 0.112
H 0.6489 0.0370 -2.0434 0.166
H 0.0618 0.8969 1.4313 0.065
C 1.5409 0.9356 -0.1800 -0.384
H 2.6191 0.7631 -0.3456 0.155
H 1.3012 -0.2918 1.7193 0.070
H -2.6381 -3.4008 0.9229 0.081
C 1.1837 2.2124 -0.6604 -0.111
H 1.6877 1.3953 1.9009 0.092
N 0.8886 -0.1564 -1.0662 0.182
H 1.8226 2.9204 -0.0649 0.120
H 0.0999 2.6775 -0.5319 0.144
```

**Gap between HOMO and LUMO**: 12.270 eV
**Total charge**: +1

---

Entry c
ORCA calculation (ωB97M-V with the def2-TZVPD basis set) on a cluster of 3 separate species, C3H14NO2 in total.

```
20
Properties=species:S:1:pos:R:3:lowdin_charge:R:1
H -3.1553 4.1131 1.1702 0.028
H 0.3067 -3.2774 0.5580 0.084
H -0.6969 -1.4859 -0.6039 0.173
H -3.5697 2.9335 0.1640 0.086
H 1.3447 -0.8504 1.7036 0.134
C 1.0174 -2.6624 0.0492 -0.035
H 1.4345 -3.1696 -0.8478 0.096
H -0.5259 -1.2199 1.7642 0.138
O -2.8332 3.5383 0.4889 -0.073
H 1.1320 -0.8562 -2.1101 0.199
C 0.3014 -0.6849 1.1498 -0.106
O -0.3017 1.8663 -0.8581 -0.124
C 0.3285 -1.2693 -0.1754 -0.474
H 1.8210 -2.1283 0.6314 0.077
H -0.8238 2.2551 -0.0447 0.104
N 1.1467 -0.4263 -1.1364 0.178
H 2.1537 -0.2707 -0.7196 0.222
H 0.2420 2.6590 -1.2180 0.126
H 0.6828 0.4975 -1.0867 0.068
H -0.0049 0.4386 1.1216 0.100
```

**Gap between HOMO and LUMO**: 11.468 eV
**Total charge**: +1

---

It is entry c that is the least stable of them.

---

Entry a
ORCA calculation (ωB97M-V with the def2-TZVPD basis set) on a cluster of 3 separate species, C3H12N2O3 in total.

```
20
Properties=species:S:1:pos:R:3:lowdin_charge:R:1
O 0.1819 -2.5932 1.4675 -0.081
H 1.7826 -0.4707 -0.5075 0.093
C -1.5106 0.9639 -0.4472 -0.510
H 1.5553 1.4116 -0.3975 0.085
H 0.6021 -0.5654 1.6385 0.054
H -1.4254 -0.7267 0.9565 0.083
H 0.4741 0.1490 -3.2634 -0.003
O -1.9936 0.6886 -1.5302 0.029
H 0.0077 -3.2615 2.0748 -0.004
H -0.4854 -1.0388 -0.5522 0.114
H 0.3959 0.3752 -1.7829 0.011
O 1.0350 0.2280 -2.5465 -0.064
H -2.1347 2.8296 0.0312 0.083
C -0.7616 -0.3125 0.2560 -0.161
N 0.3942 0.2445 1.0508 -0.117
C 1.5968 0.4471 0.1316 -0.116
N -1.6494 2.0437 0.3681 0.159
H 0.9296 -3.1156 0.8736 0.163
H -1.3856 2.0887 1.3835 0.133
H 2.3910 0.6145 0.7950 0.048
```

**Gap between HOMO and LUMO**: 9.338 eV
**SMILES**: CNCC(N)=O.O.O
**Total charge**: 0

---

Entry b
ORCA calculation (ωB97M-V with the def2-TZVPD basis set) on a cluster of 3 separate species, C3H12N2O3 in total.

```
20
Properties=species:S:1:pos:R:3:lowdin_charge:R:1
H -1.4942 0.7391 -1.8971 -0.002
H 2.0313 1.6388 1.9303 0.110
C -0.1963 -0.4291 0.4622 -0.157
H -0.2120 -3.1332 -0.5335 0.081
H -0.3201 0.6431 -2.8566 0.049
H 1.4704 -3.0701 -0.8847 0.070
H 1.1008 -1.8521 1.1783 0.108
O -1.5558 2.5639 0.0954 -0.056
H 0.4484 -1.8851 -1.6590 0.064
H -2.3131 3.1607 0.2337 0.057
O -1.2587 0.3855 -2.7581 -0.067
H -1.1483 -0.8967 0.7560 0.132
H 1.8396 1.0538 0.3724 0.101
H -0.9883 2.5016 0.8747 0.021
C 0.6098 -2.4256 -0.7431 -0.121
H -0.2686 0.2131 -0.4190 0.081
C 0.3133 0.4677 1.6293 -0.558
O -0.3378 0.5766 2.6430 0.056
N 0.8573 -1.4235 0.2966 -0.132
N 1.4223 1.1715 1.2791 0.165
```

**Gap between HOMO and LUMO**: 9.668 eV
**SMILES**: CNCC(N)=O.O.O
**Total charge**: 0

---

It is entry a that is the least stable of them.

---

Entry a
ORCA calculation (ωB97M-V with the def2-TZVPD basis set) on a structure of composition C7H12N2O2.

```
23
Properties=species:S:1:pos:R:3:lowdin_charge:R:1
H 1.4769 1.0840 -1.8399 0.106
N -2.1890 0.0096 -0.3056 0.026
H -3.7180 0.4426 1.0860 0.099
O -1.3218 1.9896 0.6439 0.146
H -4.1907 0.4901 -0.5557 0.059
O -1.2448 -2.2277 -0.3923 0.122
H 2.5914 -0.3572 1.6829 0.070
N -0.1843 -0.1035 -0.0661 0.092
H 1.5868 1.0425 1.8532 0.082
H 1.2879 -2.1150 -0.5899 0.049
C 1.8569 -1.2408 -0.7326 -0.022
H 0.8667 -0.6035 1.9773 0.089
H 0.8121 2.0056 -0.4485 0.068
C -1.1846 -1.0225 -0.3101 -0.393
C 1.2620 0.0315 -0.0271 -0.550
H 2.7297 1.6611 -0.6312 0.114
C 1.6436 1.3400 -0.7209 -0.024
H 2.9955 -1.4196 -0.6499 0.112
H 1.9453 -0.9783 -1.8269 0.083
H -3.8598 -0.9976 0.1804 0.082
C -3.5688 0.0116 0.1019 -0.011
C -1.1990 0.9360 0.0918 -0.377
C 1.6061 0.0214 1.4795 -0.021
```

**Gap between HOMO and LUMO**: 10.544 eV
**Total charge**: 0

---

Entry b
ORCA calculation (ωB97M-V with the def2-TZVPD basis set) on an isolated molecule of C7H12N2O2.

```
23
Properties=species:S:1:pos:R:3:lowdin_charge:R:1
C 1.5560 2.0637 -0.9547 -0.080
H 0.6278 2.6092 -1.0239 0.066
H 3.2300 -0.5442 0.8935 0.069
H 2.6111 -1.6734 2.1068 0.061
H 2.1313 2.4814 -1.8274 0.095
N -0.2745 0.7455 0.8635 0.138
H 2.1372 0.1372 -1.5166 0.106
H 2.1090 2.3176 -0.0953 0.058
C 0.4765 -0.1032 -0.1293 -0.373
O -0.7147 -1.9695 -1.3512 0.150
N -1.8189 -0.1026 -0.6129 0.180
H 0.3434 -1.5334 1.2880 0.092
O -2.6459 0.8470 1.3108 0.055
C 1.2177 0.5795 -1.2540 -0.144
C 1.1710 -1.1865 0.7344 -0.176
C 2.4057 -0.7651 1.5724 -0.076
H 2.3257 0.0631 2.2523 0.064
C -1.6892 0.5077 0.5936 -0.483
H 1.4562 -2.1322 0.0575 0.165
C -0.6752 -0.9299 -0.8022 -0.417
H -2.7830 -0.5647 -0.8517 0.218
H 0.6114 0.5602 -2.0948 0.094
H -0.0359 1.7622 0.8179 0.136
```

**Gap between HOMO and LUMO**: 10.494 eV
**SMILES**: CCC1(CC)NC(=O)NC1=O
**Total charge**: 0

---

It is entry a that is the least stable of them.